{"formula": "C33H62BrClI2N7O2P2Si", "method": "ωB97M-V with the def2-TZVPD basis set", "symbols": ["H", "H", "H", "H", "H", "H", "N", "Si", "C", "H", "C", "H", "H", "C", "H", "C", "N", "Cl", "H", "H", "H", "C", "Br", "C", "C", "I", "C", "H", "H", "H", "H", "H", "C", "C", "H", "C", "C", "C", "C", "H", "H", "H", "C", "C", "H", "C", "C", "C", "H", "H", "H", "P", "H", "H", "C", "H", "H", "C", "C", "H", "H", "N", "C", "C", "H", "N", "H", "H", "H", "H", "H", "N", "H", "H", "H", "N", "H", "C", "C", "H", "H", "H", "I", "H", "H", "C", "O", "H", "O", "H", "H", "H", "H", "H", "C", "C", "H", "H", "H", "C", "C", "P", "N", "C", "H", "H", "H", "C", "H", "H", "H"], "coordinates": [[2.68452, -6.47181, -0.64630], [-1.53706, -1.99249, -2.27398], [6.31384, 1.37627, -2.50758], [4.47692, 1.16113, -3.47807], [-10.74043, 3.25926, 1.66786], [8.06138, -1.16554, -6.93161], [-6.45218, 2.90766, 2.12161], [0.98015, -4.67488, -0.26310], [-1.47478, -2.69262, -1.36145], [4.65529, -0.77153, 1.27745], [0.56060, -2.99570, 0.52060], [-8.45540, 5.69454, -0.47256], [-1.20440, -3.68850, -1.83365], [8.42606, -1.15108, -1.76116], [-4.89519, 3.97090, 2.98219], [0.34432, 1.68650, 6.35553], [5.17905, -0.62766, -4.36578], [-1.58505, 3.79009, 2.76058], [-7.57648, 4.86373, -1.77175], [3.50130, -1.91273, 0.27879], [1.72099, 1.21113, 3.72693], [-1.89522, 0.32066, -0.01931], [-3.02144, 0.11632, -1.60294], [-8.50422, 5.53869, 2.56121], [3.74742, -2.36116, 2.55309], [5.17729, -3.75921, 3.50690], [-5.90992, 3.63740, 3.23289], [-9.23733, 6.34391, 2.43733], [0.67772, -4.86738, -2.78868], [-5.85213, 5.56010, 0.99200], [6.48433, -0.37469, -6.73820], [-5.85837, 3.02116, 4.13878], [0.63836, 1.57843, 3.77401], [-2.94598, -3.04136, -0.73501], [3.43949, -1.15098, -3.25749], [-0.04343, -0.21924, 1.74040], [3.88903, -1.31863, -4.24580], [7.10263, 0.83585, -1.99151], [-1.28012, 2.16000, 1.99685], [2.49244, -4.39839, -2.35730], [-1.05824, 0.47563, 5.14049], [-4.80416, 1.61730, 2.53080], [-2.10721, 1.72362, 0.72386], [-0.60812, -2.15832, -0.15702], [-3.37763, -4.55531, 0.82846], [-5.89904, 4.77862, 0.22942], [-0.85684, -0.72770, 0.49166], [-0.22668, 1.14186, 2.47341], [-10.27860, 3.65559, 3.33839], [-1.22279, -5.53652, 0.81918], [-5.66046, 5.25752, -0.72626], [6.53276, -1.41680, -3.64671], [-0.29769, -6.85566, -0.05083], [3.67945, -1.47214, 3.26254], [-5.67654, 1.70397, 1.87584], [-6.45555, 4.53658, 3.50501], [1.47619, 1.86434, 6.43580], [7.17977, -1.09168, -6.29027], [1.38074, -4.25138, -2.13329], [-5.30199, 1.70293, 0.85059], [3.35327, -5.16991, 0.46122], [7.52900, -0.71146, -4.92201], [-10.28727, 4.02149, 2.30358], [2.34644, -3.20081, 2.45897], [-0.30432, 1.97500, 7.24859], [1.29688, -2.49920, 1.70166], [8.82948, -0.53071, -0.95593], [9.02657, 0.48580, -5.80749], [2.63246, -4.25460, 2.24320], [-3.89684, -2.92480, -1.38048], [-5.08063, 4.07328, 0.39348], [7.39797, -0.46740, -2.53690], [6.80036, 0.77670, -0.93832], [8.03553, -2.06469, -1.30258], [1.64730, -0.77524, 3.17196], [-8.93089, 4.35326, 1.84649], [-1.27213, -5.70688, -1.09386], [4.91203, 0.79498, -4.41486], [-0.64036, -5.75127, -0.14668], [9.26747, -1.42300, -2.40862], [5.79407, 1.38409, -4.66259], [3.17778, -0.97261, -5.00197], [1.54001, -3.42029, 4.53320], [-2.87938, 2.50273, 0.36506], [-10.94825, 4.89225, 2.26017], [4.26750, -1.84696, 1.12067], [5.67243, -2.09815, -2.56496], [-2.67714, -2.82496, 1.51145], [-8.65345, 2.03537, 2.29054], [4.19645, 1.02198, -5.21351], [0.68199, 2.73170, 3.78679], [4.00315, -2.39298, -4.39955], [9.18178, 0.32696, -4.09293], [6.70834, -2.07972, -6.30515], [1.04026, -1.17839, 2.27900], [8.43761, 0.41739, -4.88698], [-8.93392, 4.07186, -1.00365], [2.22186, -6.47331, 1.13084], [5.19966, -2.47811, 0.86021], [-8.07661, 4.72451, -0.80987], [-3.02121, -3.48321, 0.63330], [-7.95570, 3.02640, 1.34024], [-7.19009, 4.12310, 0.18559], [-0.13191, 1.15222, 5.12744], [1.14654, -3.13892, -2.36174], [-8.40685, 5.35374, 3.63671], [-6.28176, 0.80471, 2.02546], [2.39146, -5.77447, 0.23118], [7.98996, 1.47627, -2.05851], [7.91534, 1.37111, -4.77712], [-7.57364, 5.95465, 2.17638]], "largest_force_ev_per_a": 7.54, "homo_lumo_gap_ev": 4.6, "e_homo_ev": -9.4, "charge": 1, "energy_ha": -6429.28518, "lumo_ev": -4.76}